The following is a DFT calculation (ωB97M-V/def2-TZVPD) of C21H21MnN7O2S8 as an isolated structure at a distorted geometry.

The value obtained for the HOMO energy (spin up / spin down) is -6.1 / -6.1 eV. The HOMO-LUMO gap (spin up / spin down) is 4.8 / 5.6 eV. As for the expectation value of S²: 9.126. The multiplicity is 6. The energy above the lowest of the compared OMol25 structures with the same formula, charge and spin is 163.7 kcal per mole.

XYZ file:
```
60
Properties=species:S:1:pos:R:3:forces:R:3
C -0.006 -0.045 -3.211 -0.2 0.0 -0.8
N -1.242 -1.449 -0.494 0.0 -1.7 0.8
C -1.833 1.183 -2.900 -0.1 -0.1 -0.9
C 1.305 -2.154 -0.481 -0.3 -0.6 0.8
S -1.290 -0.621 2.987 -1.3 0.6 0.0
S 0.559 -1.541 5.174 0.4 -0.1 -0.8
H 2.576 2.663 0.435 0.0 0.0 -0.1
O 0.120 3.363 2.427 -0.5 0.2 -0.5
H -3.589 3.521 -3.235 0.1 0.1 -0.3
N 2.082 2.170 3.263 -0.6 0.5 0.4
C 2.223 -1.970 4.987 0.2 0.1 -0.1
H 4.799 2.180 1.348 0.1 0.0 0.0
H 1.971 1.549 4.062 0.0 -0.1 -0.1
C -3.104 -2.864 -3.274 0.0 -0.1 -0.1
H 1.292 -1.022 -1.977 -0.1 0.2 -0.6
H 2.641 -1.685 0.940 -0.1 0.1 -0.2
C 1.569 1.559 2.014 -1.0 0.1 -0.8
H -3.366 -1.278 -1.839 -0.1 0.0 -0.1
S 3.254 -2.337 6.206 0.2 -0.1 0.4
H -4.208 2.837 1.856 0.1 -0.1 0.0
C 3.488 2.582 3.050 0.7 0.0 -0.1
S 0.889 -3.701 -1.255 0.0 0.3 0.0
Mn -1.036 0.329 -0.088 0.0 1.6 0.1
C -1.081 -4.122 -3.035 -0.1 0.0 -0.1
C -1.978 0.973 -4.233 0.2 0.0 0.4
C -3.482 3.001 -2.306 0.1 -0.4 0.2
C 0.276 2.374 1.693 1.6 -0.2 1.6
H -3.242 1.410 1.810 0.0 0.1 0.1
C -2.741 -2.083 -2.203 0.3 0.1 0.2
C 3.936 1.747 1.851 -0.1 0.1 0.0
H 3.518 3.646 2.806 -0.1 -0.1 0.1
S 2.753 -1.920 3.311 -0.5 0.0 0.8
C 1.283 -1.403 2.566 0.4 -0.3 0.1
N -3.822 2.080 1.317 0.1 -0.1 0.2
H 2.671 0.902 0.265 0.0 0.0 0.0
N 1.151 -0.672 -2.949 0.3 -0.2 0.3
S -4.309 3.561 -0.895 0.2 -0.4 0.2
C -0.690 -3.325 -1.971 0.1 0.4 0.2
H 1.517 -1.275 -3.669 0.0 0.0 0.1
H 4.083 2.402 3.944 -0.1 0.1 0.0
H 1.353 3.001 3.324 0.6 -0.6 0.0
O -0.448 1.976 0.765 -0.5 0.4 -0.9
N -2.793 1.497 -0.702 0.3 -0.3 0.1
H -2.767 1.298 -4.880 -0.2 0.1 -0.1
C -3.559 2.272 0.016 -0.4 0.4 -0.1
H -2.553 -4.519 -4.533 0.0 -0.1 0.0
H 1.334 0.490 2.146 0.0 0.3 0.2
N -0.712 0.612 -2.335 0.0 0.1 0.5
N 2.598 -2.061 -0.006 0.2 -0.2 -0.3
C -1.528 -2.284 -1.516 -0.3 -0.6 -1.4
C 2.682 1.723 0.980 0.0 0.0 0.1
H 4.181 0.735 2.173 0.1 0.0 0.0
S -0.682 0.000 -4.835 0.1 0.2 0.6
H -4.038 -2.674 -3.783 -0.1 0.0 0.0
H -0.418 -4.915 -3.351 0.0 -0.1 -0.1
H 3.165 -2.894 -0.115 0.1 0.1 -0.1
S 0.006 -1.612 0.644 0.1 -0.3 -0.1
C -2.730 1.910 -2.015 -0.5 0.7 -0.2
C 0.250 -1.224 3.421 0.7 0.0 0.1
C -2.275 -3.899 -3.694 -0.1 0.0 0.0
```
Forces are in eV/Å.

***

The following is a DFT calculation (ωB97M-V/def2-TZVPD) of a 2-piece molecular cluster, C4H13NO2 overall at a distorted geometry.

The value obtained for the HOMO energy is -9.3 eV. The HOMO-LUMO gap is 10.1 eV. As for the SMILES: CNC[C@@H](C)O.O. The multiplicity is 1. The energy above the lowest of the compared OMol25 structures with the same formula, charge and spin is 62.1 kcal per mole.

XYZ file:
```
20
Properties=species:S:1:pos:R:3:forces:R:3
H 0.880 0.034 0.934 2.3 -0.3 0.9
H -1.847 -1.805 -1.727 -1.4 -0.7 0.3
H 0.269 2.451 -0.795 2.1 -1.0 -0.3
H -2.435 -3.008 -0.352 0.9 1.3 -0.8
C -0.082 -0.607 -0.744 -1.7 1.2 0.6
C 1.099 1.632 -0.762 0.6 0.3 2.1
H 0.717 -1.198 -1.193 0.4 -0.1 0.4
H -0.489 -2.231 0.199 -0.2 0.2 1.0
H 1.427 1.234 -1.746 -0.9 0.1 0.4
H -1.458 0.885 0.361 1.0 0.6 2.1
O 2.335 1.720 2.480 0.4 0.6 -0.5
H -3.183 -1.438 -0.385 1.5 0.0 -0.9
C -2.190 -1.934 -0.672 -0.8 0.0 0.6
O -0.698 1.052 1.018 -0.8 0.0 -3.8
H 2.828 1.169 1.854 -0.4 -0.1 0.6
N -1.034 -1.374 0.090 0.6 -2.4 -0.7
C 0.411 0.560 0.167 -1.5 -0.2 -1.5
H -0.633 -0.247 -1.618 0.0 0.5 0.0
H 1.953 1.190 3.176 0.0 -0.5 0.0
H 2.129 1.914 -0.286 -2.2 0.4 -0.7
```
Forces are in eV/Å.

***

The following is a DFT calculation (ωB97M-V/def2-TZVPD) of a 8-piece molecular cluster, C42H87N2O16PS2 overall at a distorted geometry.

The value obtained for the HOMO energy is -8.4 eV. The HOMO-LUMO gap is 8.4 eV. As for the SMILES: C#CC[C@]1(S(C)(=O)=O)[C@H](CCCCCCOC(C)=O)[C@@H](Cc2ccc(C)cc2)[C@@](NCCCC)(P(=N)(O)O)OS1(=O)=O.CCO.CCO.CCO.CCO.CCO.CCO.CCO. The multiplicity is 1.

XYZ file:
```
150
Properties=species:S:1:pos:R:3:forces:R:3
H -3.512 0.586 0.986 0.3 1.2 0.4
H -3.008 1.835 -0.907 -0.1 1.2 0.8
C 4.809 -0.283 2.454 -0.7 3.0 -0.9
S -0.870 -3.013 1.805 -6.8 -3.1 2.9
H -6.197 -4.362 -1.149 -0.1 0.1 -0.1
H -5.008 3.463 -6.023 0.1 0.0 -0.1
O 7.134 5.993 3.869 0.1 0.0 0.1
H 8.083 6.127 3.751 -0.2 0.0 0.0
H 3.552 3.459 1.383 0.3 -1.6 0.2
H -1.935 -0.582 3.254 1.1 -0.7 0.1
C -4.949 2.750 -0.466 0.8 1.2 1.8
H 6.571 -4.801 2.663 0.0 -0.2 -0.1
H 5.503 7.085 4.435 0.1 -0.2 0.0
C 3.186 1.196 1.098 2.5 0.0 2.0
H -7.434 1.376 -0.837 0.0 0.2 -1.4
H 2.727 -4.221 4.560 -1.0 1.0 -1.0
O 2.368 -1.406 4.085 -1.7 -1.5 -1.9
H 2.218 -7.117 -4.886 0.0 -0.2 -0.1
C 6.574 7.233 4.290 0.4 0.1 -0.2
H 1.251 -5.255 -3.943 0.1 0.2 0.2
H 1.434 1.242 -5.217 -1.2 -0.8 -0.1
H -0.307 1.424 -4.773 0.7 -0.9 -0.8
H -9.509 3.480 -4.668 0.0 0.1 -0.1
C -6.110 1.683 -7.502 -0.1 -0.1 -0.1
H 1.330 0.351 -2.678 -0.1 -0.9 -0.7
H 2.328 1.353 0.392 1.0 -0.2 0.8
H -6.848 -2.362 -3.052 0.0 -0.2 0.1
H 1.892 -6.381 -6.467 0.0 0.1 0.1
H 5.506 -6.480 5.002 0.0 0.0 -0.1
H 0.019 1.897 2.411 -0.7 -0.4 -0.9
H 0.882 -1.484 -5.249 -0.7 0.6 0.9
C -7.269 1.264 -1.952 0.4 -0.6 0.8
H -5.548 1.922 0.018 0.6 0.7 -1.0
H 6.985 -5.532 5.035 0.1 0.0 -0.1
H 0.551 -5.759 -1.356 0.3 0.3 -0.4
H 3.168 -2.277 1.779 -0.1 0.5 -1.0
C -2.177 1.983 2.228 -0.4 0.6 -0.5
H 6.865 -6.936 3.953 0.0 0.0 0.1
C -0.418 0.213 4.562 -0.2 -0.9 -0.3
H 2.530 -0.408 -3.819 -1.3 0.0 0.6
C 5.763 -5.200 3.285 0.3 0.1 0.3
H -4.027 1.591 -6.928 0.0 -0.1 -0.1
H 1.139 0.085 2.374 -0.1 -1.1 -0.7
H -6.138 0.685 -7.945 -0.1 0.0 0.1
H -4.234 -2.873 -0.686 0.0 0.1 0.0
C 0.566 -0.682 1.781 -0.2 -0.1 -0.9
H 6.394 9.260 3.559 0.1 0.0 0.0
H 2.650 -1.777 -1.925 -1.1 -0.2 -0.2
O 2.824 2.806 4.791 -0.1 0.2 0.0
C 5.784 3.639 3.072 0.5 -0.9 -0.9
C 1.501 -0.549 -3.341 1.1 -1.3 -0.3
C 5.509 0.945 2.972 -1.9 0.1 -1.8
H 6.402 0.826 3.654 -1.2 0.1 -0.8
H 3.906 4.079 7.709 0.0 -0.1 0.0
H -6.779 2.338 -8.067 0.1 0.0 0.0
H -4.317 2.312 -8.521 0.0 0.2 0.1
H -0.250 -7.089 -4.390 0.1 -0.1 0.0
H -7.034 5.018 -5.637 -0.1 0.0 -0.2
C -5.867 1.822 -2.442 0.4 -1.1 -1.9
N 0.944 -4.866 -1.669 0.4 0.9 1.2
C 0.754 -2.516 -0.215 0.5 2.0 -1.7
C -8.617 3.584 -5.291 -0.1 0.0 -0.1
H 1.315 -4.907 3.699 0.4 1.6 -0.2
H -8.908 3.499 -6.340 0.0 -0.1 0.0
S 1.266 -2.410 4.033 3.8 1.6 5.0
H 3.872 -4.175 -0.113 -0.2 0.3 -0.6
H -5.761 -2.028 -0.352 0.0 -0.1 0.0
H -0.580 2.413 0.782 -0.2 -1.1 0.9
C 6.825 8.306 3.249 -0.1 0.1 -0.1
H -0.473 0.260 -0.056 0.2 -0.5 1.1
C 3.893 2.412 1.649 1.0 -1.9 0.7
H 5.185 -1.301 2.753 -0.6 1.2 -0.3
H 0.123 2.229 5.546 0.2 -1.8 -0.5
H 5.797 3.755 4.193 -0.3 -0.1 -1.3
H -5.307 -4.022 -2.644 0.1 -0.1 0.1
H -7.954 2.751 -5.040 0.0 0.0 -0.1
H 7.898 8.442 3.084 0.0 0.1 0.1
H -7.251 0.141 -2.142 0.2 1.5 0.2
H -1.632 -0.354 1.185 1.4 0.5 -0.2
H 6.390 8.017 2.289 0.0 0.0 0.1
C -3.394 1.683 1.261 -0.4 0.5 0.1
O -7.570 5.011 -3.652 0.0 0.1 0.2
H 2.668 -4.097 2.770 -0.9 0.5 0.8
C 0.471 -0.709 -4.539 0.7 1.6 0.7
H -2.831 3.492 -0.009 -0.6 -1.0 -0.2
C 3.920 3.394 6.859 0.1 0.1 0.1
O 1.562 -5.171 -4.857 0.1 0.0 -0.2
H 5.377 4.558 2.546 0.3 -1.2 0.9
C 5.070 2.330 2.570 -1.7 -2.3 -0.9
O -2.317 -2.679 1.943 2.8 1.0 -1.2
O -7.107 -3.050 -2.426 -0.2 0.0 0.0
H -8.607 5.740 -5.254 0.1 0.0 0.2
H -0.528 -0.979 -4.088 0.9 0.1 -0.9
O -0.589 -2.905 0.202 1.4 0.5 2.3
O 0.778 -2.503 5.438 -1.0 -0.8 -3.0
H -2.395 1.499 3.223 0.5 0.4 -1.0
C -0.748 1.657 1.620 -0.5 0.1 0.0
H 0.085 -8.017 -5.867 -0.1 0.0 0.0
O 5.041 -4.110 3.853 0.0 0.1 -0.1
H 1.723 -2.737 -3.193 0.0 0.7 1.1
O -4.679 3.539 -6.928 0.0 0.2 -0.1
C 3.641 -0.165 1.505 1.0 1.7 1.1
H -0.135 -1.202 -1.567 0.5 -0.2 0.2
C 1.532 -6.466 -5.440 -0.2 0.2 0.4
H 3.594 -1.712 0.021 -1.0 -0.3 1.2
H -0.559 -6.363 -5.960 0.1 0.0 0.0
O -5.377 1.286 -3.427 -0.8 1.1 1.4
C 1.658 -1.883 -2.451 0.0 1.5 -1.9
H 0.184 0.603 -6.378 0.0 0.2 1.2
C -4.699 2.237 -7.501 -0.2 0.0 0.4
C -5.148 -2.479 -1.136 0.1 0.0 0.1
O 1.585 -5.232 0.818 0.7 2.0 -0.4
H -6.967 4.279 -3.462 0.0 0.2 0.0
H 0.731 -5.706 0.764 0.4 0.5 0.1
H -1.497 -1.730 4.573 0.8 0.8 -1.0
H -2.193 3.109 2.422 0.0 -1.4 -0.1
H -8.154 1.650 -2.542 1.3 0.0 0.7
C 0.008 -1.753 2.849 -0.6 1.7 -1.4
C 0.422 0.718 -5.283 0.2 -0.1 0.3
H 7.018 7.511 5.251 -0.2 0.1 0.0
P 1.689 -4.143 -0.458 -1.1 -4.9 -3.1
C 0.010 1.190 5.150 -1.1 0.3 -0.5
C 2.024 -4.016 3.685 0.3 -2.1 0.1
H 6.873 3.566 2.739 -1.3 0.2 0.5
C -5.914 -3.575 -1.849 0.1 0.4 -0.2
C -3.402 2.525 -0.091 -1.1 -1.4 -0.3
H 2.881 4.717 5.509 -0.1 -0.1 -0.1
H -6.504 1.626 -6.484 0.1 -0.1 0.0
H 5.653 -3.614 4.412 -0.2 0.0 -0.1
O -0.806 -4.387 2.372 2.4 2.1 -1.6
H 1.509 -0.447 -0.140 -0.3 -1.5 0.7
N 0.468 -2.026 -1.600 0.8 -1.2 1.1
C 0.121 -7.022 -5.416 -0.1 -0.1 -0.1
H 5.078 -5.759 2.644 -0.1 0.1 0.0
C 1.439 -1.330 0.579 1.1 1.6 1.4
H -5.286 3.713 0.042 0.3 -1.2 -0.7
H 1.817 3.607 6.395 0.0 0.2 0.2
H -4.882 -1.678 -1.833 0.1 -0.1 0.0
H 4.885 3.477 6.354 -0.1 0.1 0.0
C 2.789 3.700 5.896 0.1 -0.5 0.0
C -1.059 -1.012 3.806 0.2 0.8 1.4
H 3.843 2.369 7.232 -0.1 0.1 0.1
C -7.935 4.912 -5.024 0.2 -0.4 0.1
O 3.291 -4.057 -0.899 -1.3 0.3 2.4
O -5.164 2.897 -1.888 -1.3 -1.7 0.6
H -4.354 1.955 1.818 1.2 -0.3 -0.5
C -0.616 0.148 1.054 -0.9 0.7 0.9
C 2.985 -1.524 0.965 0.5 1.5 0.0
C 6.315 -6.094 4.378 0.0 -0.1 0.0
H 2.733 1.908 5.139 0.1 0.1 -0.2
```
Forces are in eV/Å.

***

One value per record, in order, for E_tot: -5683.0667, -365.3435, -4103.1775 a.u..